{
  "formula": "C52H116N3O3P2",
  "method": "wB97M-V/def2-TZVPD",
  "orbital_gap_ev": 8.628,
  "total_energy_ev": -84969.313,
  "total_charge": 3,
  "symbols": ["C", "C", "C", "C", "P", "C", "C", "C", "C", "C", "C", "C", "C", "C", "C", "C", "C", "H", "H", "H", "H", "H", "H", "H", "H", "H", "H", "H", "H", "H", "H", "H", "H", "H", "H", "H", "H", "H", "H", "H", "H", "H", "H", "H", "H", "H", "H", "H", "H", "H", "H", "H", "H", "C", "C", "C", "C", "P", "C", "C", "C", "C", "C", "C", "C", "C", "C", "C", "C", "C", "H", "H", "H", "H", "H", "H", "H", "H", "H", "H", "H", "H", "H", "H", "H", "H", "H", "H", "H", "H", "H", "H", "H", "H", "H", "H", "H", "H", "H", "H", "H", "H", "H", "H", "H", "H", "C", "C", "C", "C", "N", "C", "C", "C", "C", "C", "H", "H", "H", "H", "H", "H", "H", "H", "H", "H", "H", "H", "H", "H", "H", "H", "H", "H", "H", "H", "C", "C", "C", "C", "N", "C", "C", "C", "C", "C", "C", "C", "H", "H", "H", "H", "H", "H", "H", "H", "H", "H", "H", "H", "H", "H", "H", "H", "H", "H", "H", "H", "H", "H", "H", "H", "N", "O", "O", "O"],
  "xyz": [[-3.03333, 10.02344, -2.69549], [-3.30751, 8.78833, -3.59880], [-2.78983, 7.51475, -3.01973], [-3.25878, 6.29175, -3.87539], [-2.85523, 4.61482, -3.05613], [-4.38956, 3.99965, -2.30600], [-5.05914, 4.71626, -1.15358], [-6.32651, 4.15906, -0.54206], [-7.52545, 4.68671, -1.34675], [-1.62716, 4.82018, -1.71508], [-1.10426, 3.60407, -0.91550], [-1.69531, 3.45412, 0.48653], [-0.98212, 2.35846, 1.30482], [-2.34652, 3.35930, -4.38556], [-0.87253, 3.39038, -4.98458], [-0.65580, 4.46077, -5.98562], [-1.58759, 4.31021, -7.24547], [-1.97066, 10.20683, -2.85419], [-3.10772, 9.71428, -1.65291], [-3.67363, 10.90005, -2.79391], [-3.01382, 8.95885, -4.63455], [-4.37869, 8.60800, -3.50861], [-3.19846, 7.34397, -2.02377], [-1.70814, 7.58587, -2.90576], [-2.84735, 6.20950, -4.88140], [-4.34870, 6.29823, -3.88770], [-4.25458, 2.95581, -2.02268], [-5.16357, 3.91975, -3.06930], [-5.12420, 5.78093, -1.37796], [-4.39597, 4.75870, -0.28958], [-6.38738, 4.39323, 0.52075], [-6.35728, 3.06951, -0.54977], [-8.39278, 4.04562, -1.18913], [-7.27781, 4.61079, -2.40553], [-7.70144, 5.73869, -1.12211], [-2.12131, 5.54573, -1.06895], [-0.83399, 5.28543, -2.30033], [-0.01767, 3.67444, -0.86593], [-1.37371, 2.72280, -1.49760], [-2.77452, 3.35002, 0.37452], [-1.62056, 4.46897, 0.87717], [0.08828, 2.47087, 1.47725], [-1.15509, 1.42729, 0.76528], [-1.40592, 2.26466, 2.30467], [-3.17751, 3.24229, -5.08116], [-2.31665, 2.36868, -3.93183], [-0.58591, 2.45358, -5.46243], [-0.16054, 3.55270, -4.17537], [0.37745, 4.53507, -6.32470], [-0.79816, 5.46155, -5.57786], [-1.43875, 3.32173, -7.68006], [-1.44962, 5.07492, -8.00985], [-2.63907, 4.34548, -6.96044], [6.43315, -1.90926, 3.32820], [5.40273, -2.42439, 4.29222], [4.17444, -1.49135, 4.56145], [3.15125, -2.00857, 5.62426], [1.69201, -0.96890, 6.02890], [0.66491, -1.73547, 7.36093], [1.29936, -2.48074, 8.48125], [0.24766, -3.39038, 9.17735], [0.80692, -4.39923, 10.15215], [2.34772, 0.61598, 6.62346], [3.07773, 0.56702, 7.95195], [4.21175, 1.65134, 8.04817], [5.11358, 1.41230, 9.26948], [0.73061, -0.81471, 4.46069], [0.38364, -2.25644, 3.92562], [-1.08458, -2.54485, 3.62200], [-1.55007, -1.80713, 2.36479], [7.37024, -2.45905, 3.41589], [6.74284, -0.90339, 3.61175], [6.00669, -2.04818, 2.33476], [5.94334, -2.51272, 5.23458], [5.06443, -3.37660, 3.88361], [3.67028, -1.36780, 3.60299], [4.61116, -0.58825, 4.98783], [3.76279, -2.30495, 6.47648], [2.73627, -2.89320, 5.14124], [-0.06739, -2.36914, 6.86062], [0.23801, -0.83252, 7.79744], [1.92923, -1.89066, 9.14695], [1.94285, -3.22383, 8.01025], [-0.29005, -3.92475, 8.39414], [-0.51082, -2.81071, 9.70346], [1.24255, -3.88249, 11.00733], [1.60761, -5.03076, 9.76726], [0.06944, -5.08746, 10.56512], [1.56067, 1.37000, 6.61281], [3.04120, 0.83641, 5.81192], [3.68611, -0.33740, 7.95375], [2.39448, 0.61644, 8.79979], [3.73582, 2.62741, 8.14233], [4.76344, 1.76372, 7.11485], [4.49680, 1.52023, 10.16167], [5.79777, 2.26050, 9.24595], [5.56589, 0.42107, 9.30079], [1.19920, -0.18482, 3.70454], [-0.15696, -0.32604, 4.86260], [0.67824, -3.11508, 4.52898], [0.96237, -2.39504, 3.01240], [-1.62828, -2.25827, 4.52219], [-1.19993, -3.62147, 3.49676], [-2.61819, -2.00193, 2.26855], [-1.25037, -2.14690, 1.37342], [-1.46076, -0.72378, 2.44533], [4.42896, -4.75705, 0.93620], [3.38228, -3.69610, 0.88754], [3.74092, -2.64805, -0.25974], [2.78236, -1.35233, -0.04449], [2.67251, -0.35351, -1.26138], [4.09513, 0.25727, -1.76873], [3.65668, 1.52734, -2.62529], [2.32287, 1.96721, -2.02900], [1.91062, 0.91118, -0.91105], [1.97965, -1.15071, -2.46050], [4.17724, -5.25905, 1.87041], [5.44338, -4.35827, 0.94074], [4.22733, -5.50501, 0.16940], [3.40288, -3.14716, 1.82900], [2.39676, -4.16018, 0.84900], [3.65472, -3.13198, -1.23261], [4.80946, -2.43707, -0.21701], [3.24054, -0.66479, 0.66647], [1.74317, -1.59671, 0.17563], [4.74882, -0.44895, -2.28063], [4.51524, 0.60036, -0.82327], [3.53331, 1.19086, -3.65468], [4.35255, 2.34634, -2.80724], [1.56542, 2.01952, -2.81107], [2.40568, 2.96077, -1.58845], [0.86260, 0.61200, -0.89576], [2.25814, 1.38697, 0.00599], [2.59615, -2.00489, -2.74046], [1.80376, -0.51946, -3.33153], [1.00829, -1.47749, -2.08932], [2.39399, -5.88679, -3.11768], [1.00397, -5.76755, -2.51192], [-0.10545, -5.62349, -3.63504], [-1.33852, -4.80814, -3.15796], [-2.26010, -4.38400, -4.33729], [-3.07540, -5.49592, -5.08403], [-4.37951, -4.81746, -5.49913], [-4.73200, -3.95809, -4.36541], [-3.42059, -3.57886, -3.68612], [-1.60431, -3.50216, -5.42744], [-0.70316, -2.35407, -4.95568], [-0.29031, -1.35690, -6.09702], [3.22194, -5.74520, -2.42301], [2.57130, -5.21318, -3.95608], [2.51197, -6.87423, -3.56392], [0.95119, -4.96842, -1.77252], [0.69459, -6.55119, -1.82033], [-0.42622, -6.58934, -4.02535], [0.43589, -5.06118, -4.39586], [-1.00590, -3.86525, -2.72391], [-1.86859, -5.27443, -2.32748], [-2.46739, -5.97571, -5.85099], [-3.26620, -6.27424, -4.34516], [-4.34329, -4.37655, -6.49532], [-5.17870, -5.55827, -5.52347], [-5.21217, -3.04013, -4.70438], [-5.44122, -4.40492, -3.66866], [-3.16811, -2.51898, -3.65430], [-3.46569, -4.02938, -2.69460], [-2.35882, -3.12011, -6.11508], [-1.03167, -4.18179, -6.05854], [0.17709, -2.80457, -4.49707], [-1.16896, -1.79566, -4.14371], [0.43677, -0.67841, -5.65083], [-1.15298, -0.85928, -6.54009], [0.32848, -1.72287, -6.91632], [-1.89267, -0.52241, -1.61359], [-3.08554, -0.42228, -1.33884], [-1.19269, -1.43297, -1.18154], [-1.42615, 0.25248, -2.37556]],
  "lowdin_charge": [-0.079, -0.267, -0.280, -0.201, 1.086, -0.281, -0.278, -0.244, -0.089, -0.255, -0.233, -0.237, -0.086, -0.209, -0.237, -0.276, -0.078, 0.074, 0.068, 0.081, 0.121, 0.108, 0.098, 0.114, 0.078, 0.093, 0.105, 0.099, 0.110, 0.090, 0.113, 0.112, 0.079, 0.064, 0.082, 0.087, 0.089, 0.102, 0.086, 0.100, 0.109, 0.065, 0.061, 0.071, 0.089, 0.068, 0.112, 0.091, 0.111, 0.090, 0.074, 0.079, 0.054, -0.105, -0.263, -0.221, -0.258, 1.039, -0.262, -0.245, -0.255, -0.106, -0.285, -0.238, -0.253, -0.091, -0.222, -0.260, -0.247, -0.094, 0.088, 0.082, 0.058, 0.115, 0.101, 0.088, 0.101, 0.101, 0.082, 0.095, 0.108, 0.117, 0.106, 0.106, 0.116, 0.080, 0.076, 0.082, 0.110, 0.082, 0.096, 0.122, 0.109, 0.102, 0.079, 0.081, 0.077, 0.093, 0.092, 0.094, 0.093, 0.110, 0.115, 0.080, 0.058, 0.062, -0.110, -0.270, -0.122, -0.053, -0.215, -0.015, -0.141, -0.147, -0.093, 0.051, 0.083, 0.084, 0.077, 0.075, 0.111, 0.088, 0.102, 0.112, 0.122, 0.127, 0.120, 0.102, 0.122, 0.098, 0.109, 0.109, 0.125, 0.087, 0.092, 0.068, -0.100, -0.237, -0.148, -0.092, -0.163, -0.060, -0.172, -0.163, -0.069, -0.108, -0.208, -0.062, 0.060, 0.070, 0.085, 0.087, 0.110, 0.120, 0.088, 0.107, 0.138, 0.134, 0.138, 0.126, 0.132, 0.128, 0.131, 0.128, 0.125, 0.136, 0.130, 0.090, 0.086, 0.055, 0.079, 0.078, -0.703, -0.025, -0.078, -0.048]
}